Entry 1:
{
  "formula": "C5H9NO2",
  "method": "ωB97M-V/def2-TZVPD",
  "spin_multiplicity": 1,
  "total_charge": 0,
  "homo_ev": -8.54,
  "de_lowest_kj_mol": 898.79,
  "lumo_energy_ev": -4.79,
  "symbols": ["H", "H", "O", "H", "C", "H", "C", "H", "H", "H", "C", "H", "H", "O", "N", "C", "C"],
  "xyz": [[2.07469, 0.13739, 2.80081], [0.02268, -0.78951, 1.37619], [-0.51605, -2.01789, -1.11617], [1.65637, -1.45475, 0.72370], [-1.45531, -1.23447, -1.07372], [0.61029, 2.14273, 1.72001], [1.15882, -0.47751, 0.97024], [-0.76540, 1.55526, -0.91546], [-2.10923, -1.51258, -0.30136], [1.93711, 1.00512, -0.32853], [-0.31930, 1.98419, 1.21388], [-1.31829, 2.37691, 1.56659], [0.90913, -0.09971, -1.13357], [-1.64021, -0.28445, -1.87415], [1.86557, 0.43590, 1.88669], [-0.20309, 1.30358, 0.00275], [1.01450, 0.42529, -0.24526]],
  "atomic_forces_ev_per_a": [[-0.3, -1.1, 1.8], [3.3, 0.4, -0.7], [2.0, -1.2, -0.2], [0.0, 0.5, 0.6], [0.8, 0.3, -1.8], [0.7, 0.0, 0.9], [-1.4, 1.0, 1.2], [-0.4, -0.5, 0.8], [-2.1, 0.3, 1.6], [-0.3, 0.4, 0.0], [-1.9, -1.2, -2.6], [1.5, -0.3, -0.2], [-0.5, -1.1, -1.6], [-0.4, 0.6, 0.7], [-1.3, -0.6, -2.3], [1.1, 2.5, 0.7], [-0.9, 0.0, 1.1]]
}

=====

Entry 2:
{
  "formula": "C5H9NO2",
  "method": "ωB97M-V/def2-TZVPD",
  "spin_multiplicity": 1,
  "total_charge": 0,
  "homo_ev": -9.52,
  "smiles": "CC(=O)NCCC=O",
  "de_lowest_kj_mol": 212.10,
  "lumo_energy_ev": 0.71,
  "symbols": ["C", "C", "H", "C", "H", "H", "H", "H", "O", "H", "H", "N", "H", "C", "H", "C", "O"],
  "xyz": [[0.24262, -0.91213, -0.44270], [-0.91425, -0.81885, -1.36586], [1.08470, -0.74731, 2.25993], [1.52415, 0.95216, 0.79528], [2.31044, 0.25755, 2.76775], [-0.87727, 0.12306, -1.99451], [-1.04187, -1.58347, -2.22490], [0.92989, 0.91045, 2.84671], [2.07527, 1.96020, 0.47291], [0.83992, 0.91097, -1.14645], [-0.20992, -1.12881, 0.61194], [0.97527, 0.35656, -0.30698], [-2.34328, -1.30013, 0.52037], [-2.19890, -0.90045, -0.51867], [0.92806, -1.77840, -0.67736], [1.49541, 0.29295, 2.13653], [-3.24298, -0.69044, -1.02817]],
  "atomic_forces_ev_per_a": [[1.3, -1.2, 2.8], [-1.0, 0.1, -1.4], [0.1, 1.1, -0.8], [0.3, -1.4, -2.0], [3.0, 0.1, 0.1], [-0.4, -0.7, 1.0], [0.5, 0.7, 1.8], [-0.8, 0.1, -0.6], [1.5, 2.8, 1.6], [0.8, 0.4, 0.7], [1.0, 0.0, -1.8], [-2.1, -2.6, -0.7], [1.6, 0.2, -0.1], [-0.1, -0.6, -0.6], [-0.5, 0.9, 0.2], [-2.8, -0.9, 1.0], [-2.1, 0.8, -1.2]]
}

=====

These records have molar mass values of 115.132, 115.132 g/mol, in the order they appear.
These records have orbital gap values of 3.76, 10.23 eV, in the order they appear.
These records have calculated total energy values of -10907.2603, -10914.3774 eV, in the order they appear.